{"formula": "C20H62O20", "method": "ωB97M-V/def2-TZVPD", "species": ["O", "C", "C", "O", "H", "H", "H", "H", "H", "H", "O", "C", "C", "O", "H", "H", "H", "H", "H", "H", "O", "C", "C", "O", "H", "H", "H", "H", "H", "H", "O", "C", "C", "O", "H", "H", "H", "H", "H", "H", "O", "C", "C", "O", "H", "H", "H", "H", "H", "H", "O", "C", "C", "O", "H", "H", "H", "H", "H", "H", "O", "C", "C", "O", "H", "H", "H", "H", "H", "H", "O", "C", "C", "O", "H", "H", "H", "H", "H", "H", "O", "C", "C", "O", "H", "H", "H", "H", "H", "H", "C", "O", "H", "H", "H", "H", "C", "O", "H", "H", "H", "H"], "xyz": [[-1.862, -2.379, -0.514], [-1.430, -2.929, -1.734], [-2.426, -3.921, -2.333], [-3.766, -3.458, -2.222], [-2.538, -1.682, -0.715], [-1.353, -2.106, -2.460], [-0.448, -3.397, -1.657], [-2.383, -4.886, -1.808], [-2.246, -4.206, -3.368], [-4.060, -3.572, -1.315], [2.853, -1.279, 0.074], [2.460, -0.663, 1.297], [3.668, -0.032, 1.990], [4.125, 1.047, 1.195], [3.063, -0.551, -0.543], [1.647, 0.067, 1.168], [1.969, -1.424, 1.910], [4.430, -0.800, 2.114], [3.405, 0.312, 2.995], [3.664, 1.843, 1.472], [-1.289, 1.500, 2.452], [-2.099, 0.318, 2.439], [-2.944, 0.283, 3.713], [-2.198, 0.477, 4.897], [-1.835, 2.241, 2.740], [-2.806, 0.385, 1.606], [-1.453, -0.554, 2.345], [-3.529, -0.639, 3.750], [-3.608, 1.149, 3.621], [-1.384, -0.059, 4.784], [-2.073, -3.433, 2.255], [-1.028, -4.405, 2.172], [0.348, -3.780, 2.013], [0.864, -3.386, 3.294], [-2.213, -3.121, 1.347], [-1.068, -5.091, 3.017], [-1.249, -5.011, 1.281], [0.330, -2.981, 1.269], [1.011, -4.582, 1.663], [1.680, -3.843, 3.488], [0.257, -0.886, 4.847], [1.618, -0.528, 5.136], [1.776, 0.993, 5.144], [1.703, 1.554, 3.841], [0.319, -1.784, 4.484], [1.972, -0.946, 6.083], [2.271, -0.884, 4.333], [2.819, 1.147, 5.445], [1.123, 1.546, 5.822], [0.817, 1.357, 3.493], [-2.996, 3.421, -3.419], [-2.122, 2.405, -2.931], [-1.736, 2.623, -1.477], [-2.898, 2.578, -0.637], [-2.485, 4.031, -3.958], [-2.668, 1.468, -3.052], [-1.223, 2.347, -3.545], [-1.168, 3.543, -1.328], [-1.112, 1.782, -1.176], [-3.405, 3.379, -0.817], [2.279, 2.335, -1.656], [2.064, 3.590, -2.275], [3.084, 4.591, -1.753], [3.026, 4.777, -0.347], [1.608, 2.201, -0.968], [2.212, 3.557, -3.360], [1.062, 4.008, -2.144], [2.929, 5.597, -2.148], [4.089, 4.282, -2.065], [3.176, 3.920, 0.071], [-6.486, 0.466, -1.383], [-5.765, -0.636, -0.857], [-4.510, -0.239, -0.064], [-3.401, -0.171, -0.941], [-5.889, 1.107, -1.781], [-6.513, -1.179, -0.276], [-5.423, -1.315, -1.647], [-4.395, -1.020, 0.697], [-4.664, 0.674, 0.511], [-3.103, 0.758, -0.968], [3.494, -0.044, -2.086], [4.861, 0.262, -2.412], [5.762, -0.715, -1.648], [6.069, -0.108, -0.407], [3.042, 0.826, -2.049], [4.993, 0.211, -3.500], [5.075, 1.283, -2.089], [6.637, -0.971, -2.237], [5.154, -1.607, -1.476], [5.210, 0.128, -0.008], [0.280, 0.005, -0.411], [0.434, 1.232, 0.270], [0.366, 0.115, -1.497], [1.126, -0.662, -0.198], [-0.652, -0.514, -0.191], [-0.143, 1.295, 1.046], [0.007, 0.153, -5.588], [-1.175, 0.982, -5.657], [0.844, 0.843, -5.591], [-0.037, -0.461, -4.687], [0.087, -0.506, -6.456], [-1.899, 0.353, -5.755]], "lowdin_charge": [-0.12, -0.23, -0.23, -0.07, 0.05, 0.12, 0.13, 0.12, 0.12, 0.08, -0.09, -0.24, -0.21, -0.06, 0.03, 0.08, 0.11, 0.13, 0.09, 0.10, -0.08, -0.20, -0.24, -0.06, 0.11, 0.09, 0.12, 0.12, 0.12, 0.05, -0.08, -0.23, -0.20, -0.08, 0.04, 0.12, 0.12, 0.11, 0.13, 0.09, -0.08, -0.20, -0.22, -0.08, 0.07, 0.12, 0.10, 0.12, 0.13, 0.07, -0.05, -0.23, -0.21, -0.07, 0.09, 0.12, 0.11, 0.12, 0.08, 0.10, -0.07, -0.21, -0.24, -0.06, 0.07, 0.12, 0.11, 0.12, 0.12, 0.07, -0.06, -0.23, -0.23, -0.09, 0.08, 0.12, 0.11, 0.12, 0.12, 0.05, -0.11, -0.20, -0.23, -0.07, 0.05, 0.11, 0.12, 0.11, 0.12, 0.03, -0.14, -0.15, 0.10, 0.05, 0.07, 0.05, -0.13, -0.14, 0.08, 0.07, 0.08, 0.08], "spin_multiplicity": 1, "mol_weight_g_mol": 622.70, "e_homo_ev": -9.38, "smiles": "OCCO.OCCO.OCCO.OCCO.OCCO.OCCO.OCCO.OCCO.OCCO.CO.CO", "lumo_energy_ev": 0.3}



{"formula": "C3H6O", "method": "ωB97M-V/def2-TZVPD", "species": ["C", "C", "C", "O", "H", "H", "H", "H", "H", "H"], "xyz": [[0.153, -1.088, 0.599], [0.213, -0.064, -0.502], [-0.417, 1.252, -0.354], [0.987, 1.090, -0.194], [1.156, -1.469, 0.826], [-0.482, -1.936, 0.323], [-0.243, -0.632, 1.511], [0.324, -0.427, -1.524], [-0.706, 1.819, -1.237], [-0.987, 1.454, 0.551]], "lowdin_charge": [-0.05, -0.36, -0.13, -0.05, 0.08, 0.08, 0.08, 0.14, 0.11, 0.11], "spin_multiplicity": 1, "mol_weight_g_mol": 58.08, "e_homo_ev": -10.29, "smiles": "C[C@H]1CO1", "lumo_energy_ev": 1.2}



{"formula": "H4O3Si", "method": "ωB97M-V/def2-TZVPD", "species": ["O", "O", "O", "Si", "H", "H", "H", "H"], "xyz": [[-0.508, -1.536, -0.317], [-1.096, 1.097, -0.224], [1.306, 0.390, -0.362], [-0.117, -0.062, 0.294], [-1.338, -1.764, -0.120], [-0.605, 1.751, -1.115], [2.128, 0.252, 0.069], [0.229, -0.128, 1.774]], "lowdin_spin": [0.08, 1.14, 0.10, 0.21, 0.01, 0.40, 0.00, 0.04], "spin_multiplicity": 3, "mol_weight_g_mol": 80.11, "e_homo_ev": [-5.37, -12.06], "lumo_energy_ev": [0.6, -4.9]}



{"formula": "C20H26N2O4S", "method": "ωB97M-V/def2-TZVPD", "species": ["C", "C", "N", "C", "C", "C", "C", "C", "N", "C", "O", "C", "C", "C", "C", "C", "S", "O", "O", "C", "C", "C", "C", "C", "C", "C", "O", "H", "H", "H", "H", "H", "H", "H", "H", "H", "H", "H", "H", "H", "H", "H", "H", "H", "H", "H", "H", "H", "H", "H", "H", "H", "H"], "xyz": [[-0.053, -4.508, 0.036], [-1.531, -4.149, 0.153], [-1.744, -3.193, 1.224], [-3.112, -3.108, 1.715], [-3.774, -1.988, 0.909], [-2.638, -0.971, 0.804], [-1.350, -1.826, 0.890], [-0.386, -1.301, 1.967], [0.197, -0.031, 1.615], [-0.267, 1.147, 2.094], [-1.188, 1.245, 2.883], [0.466, 2.324, 1.598], [0.215, 3.656, 1.794], [1.236, 4.358, 1.120], [2.053, 3.411, 0.564], [3.219, 3.525, -0.318], [2.601, 3.410, -2.066], [1.875, 4.619, -2.335], [3.726, 3.109, -2.914], [1.426, 2.043, -2.060], [0.094, 2.395, -2.176], [-0.879, 1.413, -2.215], [-0.500, 0.083, -2.144], [0.834, -0.257, -2.007], [1.828, 0.718, -1.956], [3.262, 0.333, -1.782], [1.586, 2.172, 0.843], [0.311, -4.876, 0.991], [0.084, -5.281, -0.716], [0.540, -3.642, -0.247], [-1.899, -3.783, -0.821], [-2.088, -5.055, 0.402], [-3.072, -2.827, 2.772], [-3.622, -4.067, 1.628], [-4.062, -2.357, -0.077], [-4.656, -1.583, 1.400], [-2.675, -0.275, 1.640], [-2.678, -0.394, -0.119], [-0.818, -1.818, -0.068], [0.410, -2.034, 2.120], [-0.926, -1.162, 2.905], [0.893, -0.013, 0.886], [-0.601, 4.063, 2.354], [1.359, 5.419, 1.053], [3.698, 4.496, -0.244], [3.934, 2.720, -0.186], [-0.151, 3.443, -2.249], [-1.919, 1.683, -2.311], [-1.247, -0.695, -2.205], [1.121, -1.298, -1.951], [3.431, -0.680, -2.138], [3.531, 0.367, -0.725], [3.906, 1.019, -2.326]], "lowdin_charge": [-0.08, -0.26, -0.15, -0.18, -0.15, -0.12, -0.29, -0.12, 0.10, -0.43, 0.07, -0.16, 0.03, 0.02, -0.32, -0.11, 0.72, -0.30, -0.31, -0.23, -0.05, -0.05, -0.08, -0.04, -0.25, -0.03, 0.07, 0.08, 0.07, 0.05, 0.12, 0.11, 0.12, 0.11, 0.11, 0.11, 0.10, 0.10, 0.11, 0.12, 0.13, 0.13, 0.12, 0.12, 0.12, 0.11, 0.11, 0.11, 0.10, 0.11, 0.09, 0.09, 0.06], "spin_multiplicity": 1, "mol_weight_g_mol": 390.50, "e_homo_ev": -8.57, "smiles": "CCN1CCC[C@H]1CNC(=O)c1ccc(CS(=O)(=O)c2ccccc2C)o1", "lumo_energy_ev": 0.4}



{"formula": "C28H76N4O12S8", "method": "ωB97M-V/def2-TZVPD", "species": ["C", "S", "O", "C", "H", "H", "H", "H", "H", "H", "C", "S", "O", "C", "H", "H", "H", "H", "H", "H", "C", "S", "O", "C", "H", "H", "H", "H", "H", "H", "C", "S", "O", "C", "H", "H", "H", "H", "H", "H", "C", "S", "O", "C", "H", "H", "H", "H", "H", "H", "C", "S", "O", "C", "H", "H", "H", "H", "H", "H", "C", "S", "O", "C", "H", "H", "H", "H", "H", "H", "C", "S", "O", "C", "H", "H", "H", "H", "H", "H", "C", "O", "N", "C", "C", "H", "H", "H", "H", "H", "H", "H", "C", "O", "N", "C", "C", "H", "H", "H", "H", "H", "H", "H", "C", "O", "N", "C", "C", "H", "H", "H", "H", "H", "H", "H", "C", "O", "N", "C", "C", "H", "H", "H", "H", "H", "H", "H"], "xyz": [[-8.050, -3.409, 19.483], [-8.533, -1.717, 19.261], [-7.537, -0.965, 18.421], [-9.951, -2.260, 18.214], [-8.923, -4.037, 19.779], [-7.347, -3.499, 20.258], [-7.557, -3.797, 18.560], [-10.460, -1.394, 17.733], [-10.600, -2.779, 18.881], [-9.548, -3.014, 17.497], [-1.481, -4.760, 24.305], [-1.044, -4.335, 22.695], [-0.881, -2.840, 22.668], [0.546, -5.044, 22.684], [-1.425, -5.833, 24.462], [-2.543, -4.516, 24.501], [-0.964, -4.276, 25.061], [1.140, -4.477, 22.045], [0.454, -6.040, 22.316], [1.039, -5.094, 23.673], [-5.981, 0.714, 25.599], [-7.562, 1.152, 24.935], [-7.400, 1.879, 23.642], [-7.991, -0.520, 24.455], [-5.554, 1.586, 26.045], [-5.394, 0.297, 24.734], [-6.176, -0.135, 26.337], [-7.977, -1.062, 25.391], [-7.354, -0.977, 23.701], [-8.897, -0.379, 23.834], [-4.616, -4.552, 15.999], [-6.067, -3.785, 15.447], [-7.225, -4.315, 16.315], [-5.683, -2.205, 16.108], [-4.430, -4.336, 17.078], [-3.916, -3.974, 15.379], [-4.608, -5.619, 15.817], [-5.348, -1.527, 15.298], [-4.980, -2.323, 16.929], [-6.629, -1.738, 16.415], [-5.409, 4.431, 22.230], [-3.911, 3.383, 22.512], [-3.711, 2.409, 21.408], [-2.708, 4.755, 22.355], [-5.330, 5.310, 22.883], [-6.317, 3.858, 22.606], [-5.498, 4.639, 21.168], [-1.709, 4.432, 22.466], [-2.889, 5.426, 23.163], [-2.908, 5.273, 21.444], [-1.296, -3.980, 17.583], [-0.466, -3.262, 19.043], [0.089, -4.401, 19.833], [0.846, -2.465, 18.064], [-1.780, -3.212, 16.942], [-2.127, -4.496, 18.098], [-0.669, -4.696, 17.044], [1.316, -3.076, 17.348], [1.617, -2.014, 18.635], [0.272, -1.654, 17.572], [-0.761, 0.457, 21.959], [-0.971, 0.918, 23.649], [-1.386, 2.357, 23.761], [-2.472, -0.146, 23.856], [-1.649, 0.452, 21.379], [-0.510, -0.644, 22.024], [0.082, 0.972, 21.518], [-3.321, 0.388, 23.390], [-2.698, -0.100, 24.915], [-2.106, -1.063, 23.464], [-4.841, -0.830, 21.149], [-3.532, -1.428, 20.051], [-4.109, -2.703, 19.484], [-3.839, -0.053, 18.840], [-4.848, -1.470, 22.053], [-5.659, -1.039, 20.502], [-4.670, 0.228, 21.344], [-4.882, 0.015, 18.585], [-3.250, -0.253, 17.938], [-3.480, 0.880, 19.267], [-5.681, 1.869, 15.946], [-5.112, 2.112, 14.884], [-5.718, 2.701, 17.010], [-6.446, 2.283, 18.265], [-4.904, 3.936, 16.991], [-6.158, 0.875, 16.113], [-5.723, 2.294, 19.131], [-6.732, 1.213, 18.155], [-7.344, 2.868, 18.459], [-5.606, 4.832, 17.048], [-4.275, 3.989, 17.880], [-4.375, 3.908, 16.048], [-6.991, -2.845, 27.222], [-7.222, -1.642, 27.389], [-5.955, -3.340, 26.537], [-5.884, -4.766, 26.199], [-4.969, -2.404, 26.032], [-7.806, -3.522, 27.423], [-4.876, -5.182, 26.443], [-5.997, -4.870, 25.139], [-6.648, -5.325, 26.756], [-5.340, -1.908, 25.123], [-4.819, -1.677, 26.847], [-4.055, -2.978, 25.790], [-5.189, -4.843, 21.579], [-5.605, -4.367, 22.626], [-4.994, -6.110, 21.379], [-4.328, -6.610, 20.234], [-5.298, -7.070, 22.584], [-4.928, -4.308, 20.651], [-3.360, -7.120, 20.489], [-4.024, -5.777, 19.666], [-4.849, -7.337, 19.609], [-6.311, -6.810, 22.929], [-5.181, -8.086, 22.178], [-4.635, -6.794, 23.363], [-2.233, -0.723, 14.796], [-2.571, -1.470, 15.698], [-1.043, -0.770, 14.114], [-0.647, 0.303, 13.188], [0.128, -1.547, 14.663], [-2.902, 0.041, 14.410], [-0.233, -0.138, 12.269], [0.101, 0.947, 13.657], [-1.509, 0.851, 12.837], [-0.242, -2.287, 15.381], [0.680, -1.898, 13.805], [0.740, -0.857, 15.248]], "lowdin_charge": [-0.28, 0.84, -0.57, -0.25, 0.08, 0.00, 0.05, 0.06, 0.03, 0.06, -0.29, 0.82, -0.55, -0.27, 0.07, 0.05, 0.04, 0.02, 0.05, 0.08, -0.28, 0.82, -0.57, -0.26, 0.04, 0.05, 0.03, 0.02, 0.05, 0.06, -0.30, 0.84, -0.58, -0.29, 0.06, 0.05, 0.06, 0.06, 0.03, 0.04, -0.24, 0.81, -0.58, -0.24, 0.05, 0.04, 0.04, 0.02, 0.04, 0.04, -0.25, 0.83, -0.56, -0.25, 0.03, 0.03, 0.07, 0.04, 0.04, 0.05, -0.28, 0.85, -0.59, -0.22, 0.01, 0.05, 0.05, 0.04, 0.04, 0.00, -0.23, 0.83, -0.58, -0.21, 0.06, 0.02, 0.03, 0.02, 0.04, 0.04, -0.35, -0.03, -0.17, -0.03, -0.03, 0.13, 0.09, 0.05, 0.08, 0.10, 0.08, 0.07, -0.32, -0.04, -0.17, -0.03, -0.03, 0.13, 0.10, 0.06, 0.09, 0.08, 0.10, 0.09, -0.40, -0.02, -0.15, -0.07, 0.03, 0.10, 0.11, 0.06, 0.09, 0.09, 0.09, 0.05, -0.30, -0.02, -0.17, -0.06, -0.02, 0.13, 0.09, 0.09, 0.08, 0.06, 0.08, 0.09], "spin_multiplicity": 1, "mol_weight_g_mol": 917.47, "e_homo_ev": -8.22, "lumo_energy_ev": 0.3}